[1]
The following is a DFT calculation (ωB97M-V with the def2-TZVPD basis set) of a molecular structure, C3Br2ClCsF3O4S.

CARTESIAN COORDINATES (ANGSTROEM)
1 Br 0.52 0.51 2.81
2 C 0.03 0.33 1.00
3 Br 2.67 1.45 0.49
4 O 0.49 -0.94 0.48
5 S 0.89 -0.89 -1.06
6 F -2.06 1.49 0.53
7 Cs -0.63 -3.74 -2.78
8 O 0.64 0.66 -1.23
9 O -0.09 -1.60 -1.83
10 F -2.11 -0.04 2.03
11 F -1.95 -0.57 -0.04
12 Cl 0.14 2.93 -0.10
13 C 0.79 1.35 0.05
14 C -1.57 0.32 0.88
15 O 2.24 -1.26 -1.22

Calculated values
2S+1: 1
LUMO energy, eV: -3.3
Gap between HOMO and LUMO, eV: 10.25
Charge: +1



[2]
The following is a DFT calculation (ωB97M-V with the def2-TZVPD basis set) of a molecular structure, C3Br3ClO.

CARTESIAN COORDINATES (ANGSTROEM)
1 Cl 1.15 -1.87 2.67
2 O -1.17 2.62 -0.44
3 C 1.55 -1.02 1.39
4 C -1.40 1.56 -0.03
5 Br 2.02 0.71 -1.07
6 C 1.84 -0.41 0.41
7 Br -1.34 0.91 1.87
8 Br -1.94 -0.01 -1.14

Calculated values
2S+1: 1
LUMO energy, eV: -0.7
Gap between HOMO and LUMO, eV: 9.09
Charge: 0



[3]
The following is a DFT calculation (ωB97M-V with the def2-TZVPD basis set) of 2 unconnected molecules or ions with the total composition C3BrCl2N.

CARTESIAN COORDINATES (ANGSTROEM)
1 Br 2.24 -1.09 -0.33
2 C -0.93 0.26 0.13
3 Cl 2.05 1.81 0.43
4 C 1.40 0.57 -0.47
5 C -1.36 -1.02 0.09
6 Cl -1.79 1.62 -0.13
7 N -1.60 -2.15 0.28

Calculated values
2S+1: 1
LUMO energy (spin up / spin down), eV: -2.3 / -1.7
Gap between HOMO and LUMO (spin up / spin down), eV: 6.61 / 7.22
Charge: 0



Strongest force on any atom readings, ordered: 2.8; 2.0; 2.9 eV Å⁻¹
Relative energy (zero: lowest compared OMol25 entry of this formula, charge and spin) readings, ordered: 0.000; 1.168; 0.000 eV